11 unconnected molecules or ions with the total composition C41H110N16O17 at a distorted geometry. Source: the OMol25 dataset; level of theory: wB97M-V/def2-TZVPD.

As for the total charge: +1. The spin multiplicity is 2. Its HOMO-LUMO gap (alpha / beta) is 7.53 / 2.84 eV. For the HOMO energy (alpha / beta), the calculation gives -0.364 / -0.364 hartree. The value obtained for the electronic energy is -3782.7398 a.u. Its expectation value of S² is 0.754.

Geometry as XYZ:
```
184
Properties=species:S:1:pos:R:3:lowdin_spin:R:1
C 39.16660 0.83123 -8.85996 0.00
O 38.28164 0.32350 -7.93934 0.00
C 38.82297 0.04376 -6.59607 0.00
C 37.55797 0.23119 -5.75151 0.00
N 36.55051 -0.80397 -5.86276 0.00
C 35.26334 -0.16368 -5.66257 0.00
C 34.10952 -1.19816 -5.82398 0.00
O 33.71503 -1.44225 -7.15007 0.00
C 32.42606 -1.58197 -7.48273 0.00
H 40.00365 0.13314 -8.84885 0.00
H 39.48800 1.79626 -8.46813 0.00
H 38.79961 0.82190 -9.88627 0.00
H 39.60320 0.74744 -6.30593 0.00
H 39.31290 -0.92331 -6.48275 0.00
H 37.17074 1.22045 -5.99550 0.00
H 37.91826 0.26740 -4.72343 0.00
H 36.56489 -1.18107 -6.79961 0.00
H 35.03864 0.50445 -6.49396 0.00
H 35.16013 0.22333 -4.64883 0.00
H 33.26216 -0.87012 -5.22193 0.00
H 34.35933 -2.16325 -5.38319 0.00
H 31.79679 -2.37958 -7.08782 0.00
H 32.21157 -1.54452 -8.55076 0.00
H 31.97813 -0.63087 -7.19487 0.00
C 42.15769 4.30228 0.48437 0.00
O 41.88551 2.87419 0.60524 0.00
C 42.78940 2.04236 -0.13255 0.00
C 42.28197 1.74968 -1.55995 0.00
N 40.93675 1.18445 -1.30898 0.00
C 40.07544 0.89344 -2.47325 0.00
C 40.83344 0.15338 -3.61646 0.00
O 41.50755 1.17957 -4.36332 0.00
C 42.31987 0.76605 -5.46697 0.00
H 41.41614 4.87891 1.03727 0.00
H 42.26379 4.72812 -0.51338 0.00
H 43.06884 4.49535 1.05060 0.00
H 42.91046 1.14652 0.47648 0.00
H 43.76912 2.52004 -0.12365 0.00
H 43.01065 1.06346 -1.99151 0.00
H 42.17474 2.63828 -2.18204 0.00
H 40.43740 1.93856 -0.85944 0.00
H 39.61272 1.80375 -2.85445 0.00
H 39.33302 0.21761 -2.04879 0.00
H 40.21802 -0.55978 -4.16488 0.00
H 41.55992 -0.49915 -3.13218 0.00
H 41.72453 0.01380 -5.98444 0.00
H 43.14010 0.15011 -5.09828 0.00
H 42.65361 1.58960 -6.09824 0.00
C 45.26006 -3.95100 -0.66485 0.00
O 44.55374 -2.86852 -0.12466 0.00
C 45.33543 -1.72948 0.34163 0.03
C 46.11847 -2.08728 1.63310 0.10
N 46.42530 -0.92632 2.44541 0.64
C 47.38801 -1.15499 3.47006 0.07
C 46.80065 -1.86992 4.70498 0.05
O 46.20115 -3.17700 4.45688 0.01
C 45.81067 -3.79897 5.63987 0.00
H 45.70755 -3.67138 -1.61861 0.00
H 44.54437 -4.75746 -0.82457 0.00
H 46.09547 -4.24582 -0.02981 0.00
H 44.65532 -0.90455 0.55387 0.00
H 45.99885 -1.37463 -0.44707 0.00
H 47.08048 -2.57993 1.49192 0.00
H 45.50183 -2.78978 2.19377 0.05
H 45.56379 -0.65439 2.89704 0.02
H 47.90028 -0.20352 3.61291 0.02
H 48.09273 -1.90355 3.10794 0.00
H 46.14265 -1.19114 5.24757 0.00
H 47.64880 -1.98435 5.38000 0.01
H 46.65402 -4.15681 6.23046 0.00
H 45.29834 -4.67545 5.24313 0.00
H 45.06523 -3.28273 6.24478 0.00
C 42.50614 9.73045 -1.72066 0.00
O 43.77074 9.08781 -1.54914 0.00
C 44.28790 8.64925 -2.71774 0.00
C 45.82206 8.26764 -2.71822 0.00
N 46.17563 7.06593 -1.90650 0.00
C 45.67547 5.76899 -2.49230 0.00
C 46.21066 4.46552 -1.75772 0.00
O 45.65693 3.30418 -2.37284 0.00
C 46.13986 2.02514 -1.92130 0.00
H 41.61504 9.16324 -1.98958 0.00
H 42.56191 10.62233 -2.34479 0.00
H 42.16118 10.15278 -0.77686 0.00
H 44.18216 9.45635 -3.44267 0.00
H 43.67117 7.89525 -3.20687 0.00
H 46.38954 9.13150 -2.37208 0.00
H 46.08361 8.11669 -3.76556 0.00
H 45.65479 7.25819 -1.06279 0.00
H 45.83336 5.66851 -3.56611 0.00
H 44.59626 5.82355 -2.34945 0.00
H 45.81714 4.46174 -0.74124 0.00
H 47.29794 4.48228 -1.83276 0.00
H 45.95307 1.81622 -0.86795 0.00
H 47.22564 1.96232 -1.99372 0.00
H 45.76243 1.28159 -2.62327 0.00
C 41.61329 -4.66023 -9.26728 0.00
O 41.77432 -4.03956 -7.89545 0.00
C 42.17614 -4.97845 -6.92732 0.00
C 42.25110 -4.18642 -5.52669 0.00
N 43.48499 -3.38943 -5.58038 0.00
C 43.64317 -2.61441 -4.34701 0.00
C 45.08305 -2.20725 -4.02327 0.00
O 45.51998 -1.13901 -4.84657 0.00
C 46.88215 -0.79171 -4.71528 0.00
H 40.91887 -5.50039 -9.26887 0.00
H 42.49611 -5.06425 -9.76277 0.00
H 40.96081 -4.07283 -9.91328 0.00
H 42.98585 -5.66834 -7.16507 0.00
H 41.43827 -5.76847 -6.78761 0.00
H 42.44708 -4.86914 -4.69991 0.00
H 41.34801 -3.66345 -5.21203 0.00
H 43.40612 -2.76417 -6.36963 0.00
H 43.49252 -3.43693 -3.64781 0.00
H 42.92628 -1.81657 -4.15311 0.00
H 45.85730 -2.95750 -4.18373 0.00
H 45.14056 -1.94243 -2.96750 0.00
H 47.21262 -0.80719 -3.67670 0.00
H 47.13484 0.14654 -5.20918 0.00
H 47.36172 -1.57185 -5.30643 0.00
C 37.61188 2.59492 -0.85580 0.00
O 37.65091 2.99122 -2.22916 0.00
C 37.68234 4.43885 -2.40507 0.00
C 37.34890 4.79617 -3.91941 0.00
N 38.17415 4.13700 -4.92016 0.00
C 39.59655 4.47345 -4.69886 0.00
C 40.45489 3.87979 -5.85845 0.00
O 40.21268 4.50799 -7.05722 0.00
C 41.21245 4.22289 -8.07543 0.00
H 36.90210 3.18331 -0.27431 0.00
H 38.51887 2.65490 -0.25425 0.00
H 37.34526 1.53824 -0.83491 0.00
H 38.58721 5.00264 -2.17825 0.00
H 36.89365 4.97677 -1.87903 0.00
H 37.45513 5.86939 -4.07761 0.00
H 36.32603 4.44422 -4.05352 0.00
H 37.95228 4.50665 -5.83352 0.00
H 40.00485 3.97930 -3.81726 0.00
H 39.78297 5.53564 -4.54038 0.00
H 40.22821 2.84953 -6.13280 0.00
H 41.49105 4.11077 -5.61122 0.00
H 41.52617 3.18419 -8.17925 0.00
H 42.09673 4.80217 -7.80976 0.00
H 40.88715 4.57277 -9.05515 0.00
C 43.35884 0.45099 4.00371 0.00
O 44.16588 0.45559 3.08411 0.00
N 42.07113 0.65339 3.81329 0.00
N 43.73456 0.40648 5.24764 0.00
H 41.35657 0.50237 4.51093 0.00
H 41.85204 0.90547 2.86011 0.00
H 44.69463 0.45024 5.55819 0.00
H 42.92309 0.11308 5.77256 0.00
C 38.97277 2.34671 3.15895 0.00
O 38.63725 1.38005 2.54407 0.00
N 39.91636 3.11145 2.68683 0.00
N 38.54182 2.73117 4.37114 0.00
H 40.35512 3.74448 3.34018 0.00
H 40.37944 2.91911 1.81010 0.00
H 37.80060 2.17612 4.77440 0.00
H 39.04961 3.47357 4.83059 0.00
C 40.88877 -1.30957 1.29587 0.00
O 40.66308 -2.10306 2.12415 0.00
N 41.81547 -1.44506 0.33621 0.00
N 40.33775 -0.14958 1.09729 0.00
H 42.55248 -2.11932 0.48555 0.00
H 41.96807 -0.78024 -0.40866 0.00
H 40.58795 0.35184 0.25701 0.00
H 39.69752 0.25200 1.76731 0.00
C 42.45708 4.32741 5.05787 0.00
O 41.24278 4.07032 5.12660 0.00
N 43.33309 3.85373 4.28580 0.00
N 43.06253 5.30871 5.75745 0.00
H 44.25208 4.26949 4.33762 0.00
H 43.20837 3.09256 3.63375 0.00
H 42.56840 5.69185 6.55064 0.00
H 43.99514 5.56000 5.46219 0.00
C 38.55890 -3.00114 -2.80089 0.00
O 39.41291 -3.21243 -3.59656 0.00
N 37.47976 -2.30834 -3.03718 0.00
N 38.62764 -3.37064 -1.54235 0.00
H 37.41046 -1.64643 -3.79690 0.00
H 36.78232 -2.38436 -2.31063 0.00
H 37.91259 -3.16652 -0.85888 0.00
H 39.53537 -3.71414 -1.26283 0.00
```